{"formula": "C25H50N3O6", "method": "ωB97M-V/def2-TZVPD", "max_force_ha_per_bohr": 0.0285, "molar_mass_g_mol": 488.69, "total_charge": -1, "gap_ha": 0.242, "homo_energy_ha": -0.14577, "energy_ha": -1598.24431, "elements": ["C", "C", "C", "C", "N", "C", "N", "N", "C", "C", "C", "C", "O", "O", "H", "H", "H", "H", "H", "H", "H", "H", "H", "H", "H", "H", "H", "H", "H", "H", "H", "H", "C", "C", "C", "O", "C", "H", "H", "H", "H", "H", "H", "H", "H", "C", "C", "C", "O", "C", "H", "H", "H", "H", "H", "H", "H", "H", "C", "C", "C", "O", "C", "H", "H", "H", "H", "H", "H", "H", "H", "C", "C", "C", "O", "C", "H", "H", "H", "H", "H", "H", "H", "H"], "coordinates": [[1.578, 3.759, -0.633], [1.811, 4.046, -2.129], [1.993, 2.786, -2.983], [0.959, 1.660, -2.735], [1.598, 0.344, -2.587], [1.183, -0.449, -1.427], [1.967, -1.679, -1.460], [1.386, 0.221, -0.132], [2.540, 0.208, 0.409], [3.871, 0.272, -0.301], [2.596, 0.159, 1.911], [-0.363, -0.810, -1.485], [-0.644, -2.028, -1.522], [-1.151, 0.143, -1.495], [2.137, 4.431, 0.017], [1.936, 2.754, -0.410], [0.521, 3.788, -0.380], [2.734, 4.625, -2.207], [0.985, 4.647, -2.511], [1.913, 3.101, -4.028], [2.992, 2.363, -2.870], [0.286, 1.875, -1.913], [0.331, 1.618, -3.628], [1.468, -0.204, -3.426], [1.722, -2.194, -2.292], [1.727, -2.224, -0.645], [4.687, 0.289, 0.423], [3.919, 1.106, -0.994], [3.989, -0.640, -0.888], [2.926, -0.836, 2.208], [3.288, 0.911, 2.306], [1.616, 0.398, 2.317], [1.092, -5.155, 1.591], [1.960, -5.639, 2.754], [2.500, -4.320, 3.298], [1.494, -3.344, 3.049], [0.507, -3.871, 2.154], [0.324, -5.867, 1.289], [1.719, -4.936, 0.724], [1.341, -6.134, 3.505], [2.750, -6.329, 2.456], [3.415, -4.024, 2.769], [2.716, -4.349, 4.368], [-0.409, -4.070, 2.722], [0.284, -3.129, 1.386], [1.052, 6.637, 4.275], [0.831, 7.777, 3.285], [1.886, 7.476, 2.228], [2.044, 6.060, 2.210], [1.391, 5.482, 3.341], [0.191, 6.428, 4.908], [1.904, 6.863, 4.922], [-0.169, 7.705, 2.851], [0.941, 8.770, 3.721], [2.849, 7.932, 2.486], [1.599, 7.816, 1.232], [0.486, 4.971, 2.996], [2.050, 4.743, 3.796], [-5.383, 1.998, -3.201], [-4.436, 1.304, -2.224], [-3.753, 2.487, -1.562], [-4.719, 3.560, -1.559], [-5.815, 3.220, -2.400], [-6.225, 1.380, -3.515], [-4.836, 2.308, -4.095], [-5.009, 0.738, -1.486], [-3.726, 0.626, -2.692], [-2.877, 2.808, -2.131], [-3.439, 2.276, -0.542], [-6.683, 2.990, -1.770], [-6.065, 4.078, -3.030], [-2.954, -6.232, -1.165], [-2.593, -7.670, -1.535], [-1.556, -8.008, -0.472], [-1.911, -7.261, 0.692], [-2.902, -6.283, 0.354], [-3.923, -5.910, -1.542], [-2.197, -5.544, -1.544], [-3.468, -8.317, -1.429], [-2.209, -7.779, -2.548], [-0.553, -7.703, -0.790], [-1.531, -9.070, -0.220], [-3.861, -6.604, 0.776], [-2.629, -5.327, 0.800]]}

---

{"formula": "C25H51KO19", "method": "ωB97M-V/def2-TZVPD", "max_force_ha_per_bohr": 0.0735, "molar_mass_g_mol": 694.76, "gap_ha": 0.223, "homo_energy_ha": -0.23519, "de_lowest_ev": 2.942, "energy_ha": -3012.57591, "elements": ["K", "C", "O", "H", "H", "H", "C", "C", "O", "C", "O", "O", "C", "H", "H", "H", "H", "H", "H", "H", "H", "C", "C", "O", "C", "O", "O", "C", "H", "H", "H", "H", "H", "H", "H", "H", "C", "C", "O", "C", "O", "O", "C", "H", "H", "H", "H", "H", "H", "H", "H", "C", "C", "O", "C", "O", "O", "C", "H", "H", "H", "H", "H", "H", "H", "H", "C", "C", "O", "C", "O", "O", "C", "H", "H", "H", "H", "H", "H", "H", "H", "C", "C", "O", "C", "O", "O", "C", "H", "H", "H", "H", "H", "H", "H", "H"], "coordinates": [[2.632, -4.243, -2.062], [0.047, -1.682, -1.038], [0.410, -3.001, -0.818], [-0.790, -1.674, -1.736], [-0.200, -1.124, -0.135], [0.680, -0.937, -1.521], [6.845, -3.094, -2.090], [7.182, -3.313, -0.560], [6.304, -2.523, 0.353], [5.060, -2.795, 0.440], [4.509, -3.714, -0.130], [4.480, -2.033, 1.355], [3.229, -2.228, 1.878], [5.845, -3.303, -2.470], [7.502, -3.595, -2.801], [7.088, -2.060, -2.332], [8.167, -2.987, -0.224], [7.083, -4.386, -0.396], [3.177, -1.349, 2.520], [3.149, -3.098, 2.530], [2.434, -2.068, 1.150], [-3.746, -1.701, -1.669], [-4.745, -2.805, -1.283], [-5.804, -2.171, -0.521], [-6.805, -2.935, -0.069], [-7.072, -4.098, -0.413], [-7.620, -2.181, 0.752], [-8.605, -2.819, 1.587], [-2.943, -2.068, -2.309], [-3.265, -1.240, -0.806], [-4.177, -0.852, -2.198], [-4.256, -3.486, -0.587], [-5.134, -3.315, -2.164], [-8.230, -2.728, 2.606], [-8.899, -3.846, 1.371], [-9.527, -2.237, 1.584], [-1.904, 1.373, 1.224], [-2.590, 2.367, 2.164], [-1.642, 2.725, 3.185], [-2.205, 3.199, 4.231], [-3.395, 3.225, 4.470], [-1.205, 3.755, 4.984], [-1.415, 4.754, 6.023], [-0.958, 1.773, 0.859], [-2.476, 1.121, 0.330], [-1.706, 0.412, 1.698], [-3.277, 1.709, 2.697], [-3.142, 3.227, 1.786], [-1.324, 5.804, 5.743], [-0.588, 4.535, 6.699], [-2.380, 4.771, 6.529], [5.541, 2.690, -4.153], [4.977, 1.350, -4.561], [4.623, 0.573, -3.437], [3.833, -0.619, -3.520], [3.648, -1.323, -4.495], [3.301, -0.881, -2.368], [3.533, -0.128, -1.143], [4.864, 3.323, -3.579], [5.764, 3.213, -5.083], [6.415, 2.449, -3.547], [5.749, 0.790, -5.089], [4.108, 1.519, -5.197], [3.058, -0.568, -0.267], [2.911, 0.761, -1.249], [4.565, -0.009, -0.813], [-1.119, 1.407, -3.288], [0.338, 1.791, -2.916], [0.550, 3.221, -3.140], [0.964, 3.675, -4.310], [1.041, 3.011, -5.361], [1.052, 5.005, -4.257], [1.430, 5.724, -5.331], [-1.537, 0.684, -2.587], [-1.327, 1.331, -4.355], [-1.739, 2.260, -3.016], [1.120, 1.236, -3.435], [0.495, 1.636, -1.848], [1.950, 6.625, -5.005], [0.626, 5.960, -6.028], [2.138, 5.260, -6.018], [0.183, -1.106, 3.740], [-1.072, -1.620, 4.514], [-1.992, -0.640, 4.324], [-3.143, -0.652, 5.057], [-3.289, -1.287, 6.053], [-4.031, 0.054, 4.460], [-5.345, -0.071, 4.979], [0.801, -1.964, 3.477], [0.721, -0.436, 4.411], [-0.107, -0.613, 2.812], [-0.883, -1.787, 5.574], [-1.415, -2.580, 4.129], [-5.742, 0.943, 5.004], [-5.430, -0.444, 6.000], [-5.932, -0.820, 4.447]]}